Entry 1:
# C24H39N3OS

The molecule C24H39N3OS (the ωB97M-V functional and the def2-TZVPD basis, the Open Molecules 2025 dataset).

SMILES string: Cc1ccc(C(=O)N(CCN2CCCCC2)C[C@H]2CCCN(C3CCCC3)C2)s1
Lowest unoccupied orbital energy (eV): 0.70
Total energy (eV): -42874.79311
Spin multiplicity: 1
Energy above the lowest of the compared OMol25 structures with the same formula, charge and spin (kJ/mol): 3.5
Kohn-Sham gap (eV): 9.1

Last columns: bonded neighbours and bond lengths (Å).
Positions of all 68 atoms, in Å:
1 C 3.703 4.319 -0.865  C2 1.487, H30 1.090, H31 1.090, H32 1.087
2 C 2.254 3.993 -0.806  C1 1.487, C3 1.358, S29 1.737
3 C 1.363 3.895 -1.827  C2 1.358, C4 1.414, H33 1.076
4 C 0.058 3.557 -1.400  C3 1.414, C5 1.360, H34 1.076
5 C -0.036 3.391 -0.053  C4 1.360, C6 1.491, S29 1.731
6 C -1.261 3.120 0.753  C5 1.491, O7 1.219, N8 1.352
7 O -1.855 4.027 1.309  C6 1.219
8 N -1.661 1.830 0.809  C6 1.352, C9 1.449, C17 1.449
9 C -2.901 1.526 1.493  N8 1.449, C10 1.534, H35 1.091, H36 1.092
10 C -4.048 1.257 0.509  C9 1.534, N11 1.453, H37 1.092, H38 1.103
11 N -3.889 -0.020 -0.167  C10 1.453, C12 1.451, C16 1.452
12 C -4.455 -0.046 -1.503  N11 1.451, C13 1.526, H39 1.093, H40 1.106
13 C -4.025 -1.321 -2.222  C12 1.526, C14 1.525, H41 1.092, H42 1.091
14 C -4.489 -2.546 -1.441  C13 1.525, C15 1.524, H43 1.091, H44 1.093
15 C -3.960 -2.454 -0.014  C14 1.524, C16 1.526, H45 1.092, H46 1.091
16 C -4.393 -1.133 0.616  N11 1.452, C15 1.526, H47 1.092, H48 1.106
17 C -0.954 0.744 0.161  N8 1.449, C18 1.536, H49 1.091, H50 1.093
18 C 0.258 0.240 0.959  C17 1.536, C19 1.526, C28 1.531, H51 1.093
19 C -0.134 -0.414 2.281  C18 1.526, C20 1.524, H52 1.091, H53 1.094
20 C 1.122 -0.953 2.955  C19 1.524, C21 1.524, H54 1.091, H55 1.091
21 C 1.868 -1.890 2.013  C20 1.524, N22 1.454, H56 1.090, H57 1.107
22 N 2.248 -1.181 0.802  C21 1.454, C23 1.456, C28 1.452
23 C 3.147 -1.974 -0.026  N22 1.456, C24 1.545, C27 1.533, H58 1.108
24 C 4.507 -2.184 0.676  C23 1.545, C25 1.537, H59 1.089, H60 1.089
25 C 5.595 -1.996 -0.393  C24 1.537, C26 1.527, H61 1.090, H62 1.089
26 C 4.843 -1.958 -1.721  C25 1.527, C27 1.524, H63 1.092, H64 1.089
27 C 3.520 -1.298 -1.350  C23 1.533, C26 1.524, H65 1.091, H66 1.089
28 C 1.049 -0.753 0.105  C18 1.531, N22 1.452, H67 1.090, H68 1.108
29 S 1.485 3.679 0.720  C2 1.737, C5 1.731
30 H 4.295 3.521 -0.418  C1 1.090
31 H 3.914 5.237 -0.317  C1 1.090
32 H 4.012 4.450 -1.899  C1 1.087
33 H 1.624 4.058 -2.858  C3 1.076
34 H -0.778 3.446 -2.069  C4 1.076
35 H -2.753 0.665 2.146  C9 1.091
36 H -3.151 2.401 2.098  C9 1.092
37 H -4.042 2.054 -0.237  C10 1.092
38 H -5.005 1.313 1.053  C10 1.103
39 H -4.086 0.825 -2.050  C12 1.093
40 H -5.559 0.008 -1.477  C12 1.106
41 H -2.936 -1.331 -2.300  C13 1.092
42 H -4.442 -1.329 -3.230  C13 1.091
43 H -4.135 -3.460 -1.920  C14 1.091
44 H -5.581 -2.575 -1.423  C14 1.093
45 H -2.870 -2.500 -0.028  C15 1.092
46 H -4.331 -3.285 0.588  C15 1.091
47 H -3.993 -1.060 1.630  C16 1.092
48 H -5.497 -1.104 0.686  C16 1.106
49 H -1.677 -0.061 0.017  C17 1.091
50 H -0.613 1.074 -0.824  C17 1.093
51 H 0.919 1.083 1.180  C18 1.093
52 H -0.619 0.314 2.933  C19 1.091
53 H -0.832 -1.234 2.093  C19 1.094
54 H 1.779 -0.120 3.213  C20 1.091
55 H 0.865 -1.486 3.872  C20 1.091
56 H 2.768 -2.259 2.507  C21 1.090
57 H 1.229 -2.763 1.776  C21 1.107
58 H 2.693 -2.960 -0.252  C23 1.108
59 H 4.566 -3.174 1.126  C24 1.089
60 H 4.617 -1.442 1.466  C24 1.089
61 H 6.113 -1.049 -0.239  C25 1.090
62 H 6.338 -2.792 -0.366  C25 1.089
63 H 4.660 -2.972 -2.082  C26 1.092
64 H 5.382 -1.411 -2.494  C26 1.089
65 H 3.669 -0.232 -1.176  C27 1.091
66 H 2.765 -1.434 -2.123  C27 1.089
67 H 1.337 -0.260 -0.823  C28 1.090
68 H 0.401 -1.615 -0.150  C28 1.108

---

Entry 2:
# C23H65N4O16

A 10-piece molecular cluster, C23H65N4O16 overall at a distorted geometry (the ωB97M-V functional and the def2-TZVPD basis, the Open Molecules 2025 dataset).

Lowest unoccupied orbital energy (spin up / spin down) (eV): -5.11 / -10.77
Charge: +2
Total energy (eV): -63604.78492
Spin multiplicity: 2
Kohn-Sham gap (spin up / spin down) (eV): 8.6 / 3.0

Last columns: bonded neighbours and bond lengths (Å).
Positions of all 108 atoms, in Å:
1 C -1.547 -0.735 0.364  N2 1.542, H8 1.090, H9 1.090, H10 1.090
2 N -0.067 -1.169 0.399  C1 1.542, C3 1.502, C4 1.588, C5 1.564
3 C 0.123 -2.475 1.114  N2 1.502, H11 1.090, H12 1.090, H13 1.090
4 C 0.435 -1.259 -1.104  N2 1.588, H14 1.090, H15 1.090, H16 1.090
5 C 0.690 -0.042 1.176  N2 1.564, C6 1.534, H17 1.090, H18 1.090
6 C 2.201 -0.152 0.935  C5 1.534, O7 1.410, H19 1.090, H20 1.090
7 O 2.845 -1.318 1.399  C6 1.410, H21 0.960
8 H -1.802 0.172 -0.183  C1 1.090
9 H -2.067 -0.789 1.321  C1 1.090
10 H -2.076 -1.512 -0.187  C1 1.090
11 H -0.645 -3.122 0.690  C3 1.090
12 H 0.054 -2.296 2.187  C3 1.090
13 H 1.114 -2.859 0.872  C3 1.090
14 H 1.459 -1.589 -1.274  C4 1.090
15 H 0.390 -0.198 -1.353  C4 1.090
16 H -0.329 -1.784 -1.677  C4 1.090
17 H 0.554 -0.215 2.243  C5 1.090
18 H 0.348 0.940 0.849  C5 1.090
19 H 2.657 0.672 1.483  C6 1.090
20 H 2.484 -0.111 -0.117  C6 1.090
21 H 3.208 -1.119 2.265  O7 0.960
22 C 2.759 4.731 2.161  C23 1.574, O25 1.358, H26 1.090, H27 1.090
23 C 1.658 3.656 2.489  C22 1.574, O24 1.386, H28 1.090, H29 1.090
24 O 0.401 4.136 2.157  C23 1.386, H30 0.960
25 O 3.226 4.727 0.886  C22 1.358, H31 0.960
26 H 3.558 4.675 2.900  C22 1.090
27 H 2.316 5.698 2.401  C22 1.090
28 H 1.508 3.445 3.548  C23 1.090
29 H 1.802 2.676 2.033  C23 1.090
30 H 0.141 4.892 2.688  O24 0.960
31 H 2.628 5.202 0.304  O25 0.960
32 C 2.229 -0.065 -5.503  C33 1.555, O35 1.372, H36 1.090, H37 1.090
33 C 1.346 0.978 -4.760  C32 1.555, O34 1.422, H38 1.090, H39 1.090
34 O 0.808 2.020 -5.563  C33 1.422, H40 0.960
35 O 3.299 0.482 -6.167  C32 1.372, H41 0.960
36 H 1.492 -0.536 -6.153  C32 1.090
37 H 2.619 -0.823 -4.824  C32 1.090
38 H 1.900 1.396 -3.920  C33 1.090
39 H 0.626 0.361 -4.222  C33 1.090
40 H 1.371 2.033 -6.341  O34 0.960
41 H 3.586 -0.130 -6.849  O35 0.960
42 C -5.048 -2.774 2.770  C43 1.542, O45 1.356, H46 1.090, H47 1.090
43 C -3.914 -3.717 2.318  C42 1.542, O44 1.489, H48 1.090, H49 1.090
44 O -2.640 -3.392 3.015  C43 1.489, H50 0.960
45 O -4.741 -1.535 2.313  C42 1.356, H51 0.960
46 H -5.064 -2.711 3.859  C42 1.090
47 H -6.009 -3.095 2.367  C42 1.090
48 H -3.820 -3.668 1.233  C43 1.090
49 H -4.326 -4.695 2.565  C43 1.090
50 H -2.791 -3.168 3.937  O44 0.960
51 H -5.548 -1.032 2.181  O45 0.960
52 C -2.714 1.789 3.223  C53 1.548, O55 1.434, H56 1.090, H57 1.090
53 C -1.916 1.618 4.538  C52 1.548, O54 1.367, H58 1.090, H59 1.090
54 O -0.924 2.553 4.633  C53 1.367, H60 0.960
55 O -1.813 1.696 2.111  C52 1.434, H61 0.960
56 H -3.165 2.782 3.233  C52 1.090
57 H -3.583 1.135 3.151  C52 1.090
58 H -1.531 0.599 4.575  C53 1.090
59 H -2.655 1.719 5.333  C53 1.090
60 H -1.214 3.373 5.040  O54 0.960
61 H -1.270 2.484 2.193  O55 0.960
62 C -5.912 -3.110 -2.789  C63 1.541, O65 1.446, H66 1.090, H67 1.090
63 C -5.019 -3.192 -1.536  C62 1.541, O64 1.418, H68 1.090, H69 1.090
64 O -3.870 -3.931 -1.919  C63 1.418, H70 0.960
65 O -6.837 -2.011 -2.629  C62 1.446, H71 0.960
66 H -6.376 -4.078 -2.974  C62 1.090
67 H -5.351 -2.769 -3.659  C62 1.090
68 H -5.561 -3.541 -0.657  C63 1.090
69 H -4.789 -2.167 -1.247  C63 1.090
70 H -3.407 -3.441 -2.603  O64 0.960
71 H -7.059 -1.634 -3.484  O65 0.960
72 C 5.317 1.239 -2.824  C73 1.507, O75 1.385, H76 1.090, H77 1.090
73 C 4.195 0.625 -2.028  C72 1.507, O74 1.433, H78 1.090, H79 1.090
74 O 3.513 1.644 -1.285  C73 1.433, H80 0.960
75 O 4.927 1.770 -4.043  C72 1.385, H81 0.960
76 H 6.160 0.550 -2.864  C72 1.090
77 H 5.792 2.099 -2.351  C72 1.090
78 H 4.677 -0.064 -1.335  C73 1.090
79 H 3.454 0.058 -2.592  C73 1.090
80 H 4.173 1.948 -0.657  O74 0.960
81 H 4.813 1.046 -4.664  O75 0.960
82 O 3.973 -0.427 3.758  C83 1.261
83 C 3.614 0.627 4.350  O82 1.261, N84 1.293, C85 1.488
84 N 3.972 1.776 3.875  C83 1.293, H86 1.010, H87 1.010
85 C 2.858 0.580 5.631  C83 1.488, H88 1.090, H89 1.090, H90 1.090
86 H 3.790 2.651 4.344  N84 1.010
87 H 4.572 1.616 3.078  N84 1.010
88 H 2.971 -0.448 5.976  C85 1.090
89 H 1.805 0.788 5.442  C85 1.090
90 H 3.225 1.333 6.328  C85 1.090
91 O 1.034 -4.292 -1.557  C92 1.217
92 C -0.064 -4.609 -1.973  O91 1.217, N93 1.327, C94 1.460
93 N -0.977 -5.326 -1.331  C92 1.327, H95 1.010, H96 1.010
94 C -0.281 -4.469 -3.410  C92 1.460, H97 1.090, H98 1.090, H99 1.090
95 H -0.807 -5.341 -0.335  N93 1.010
96 H -1.821 -5.751 -1.687  N93 1.010
97 H -1.327 -4.260 -3.634  C94 1.090
98 H -0.018 -5.442 -3.826  C94 1.090
99 H 0.430 -3.769 -3.851  C94 1.090
100 O -1.204 2.478 -1.060  C101 1.191
101 C -0.693 3.485 -1.441  O100 1.191, N102 1.299, C103 1.529
102 N -0.121 4.278 -0.586  C101 1.299, H104 1.010, H105 1.010
103 C -0.678 3.948 -2.898  C101 1.529, H106 1.090, H107 1.090, H108 1.090
104 H 0.279 5.144 -0.919  N102 1.010
105 H 0.017 3.890 0.336  N102 1.010
106 H -1.156 4.924 -2.985  C103 1.090
107 H -1.185 3.168 -3.466  C103 1.090
108 H 0.341 3.855 -3.272  C103 1.090

---

Entry 3:
# C20H23ClN4O4

The molecule C20H23ClN4O4 at a distorted geometry (the ωB97M-V functional and the def2-TZVPD basis, the Open Molecules 2025 dataset).

SMILES string: O=C(Nc1cccc(Cl)c1)c1ccc(NCCCN2CCOCC2)c([N+](=O)[O-])c1
Lowest unoccupied orbital energy (eV): -0.73
Total energy (eV): -47783.97604
Spin multiplicity: 1
Energy above the lowest of the compared OMol25 structures with the same formula, charge and spin (kJ/mol): 6.6
Kohn-Sham gap (eV): 7.8

Last columns: bonded neighbours and bond lengths (Å).
Positions of all 52 atoms, in Å:
1 O -4.437 -2.401 -0.495  C2 1.214
2 C -4.121 -1.237 -0.357  O1 1.214, N3 1.366, C11 1.491
3 N -4.982 -0.241 0.007  C2 1.366, C4 1.395, H30 1.010
4 C -6.355 -0.315 0.242  N3 1.395, C5 1.393, C10 1.395
5 C -7.091 -1.487 0.090  C4 1.393, C6 1.383, H31 1.076
6 C -8.452 -1.477 0.337  C5 1.383, C7 1.384, H32 1.079
7 C -9.101 -0.321 0.736  C6 1.384, C8 1.385, H33 1.078
8 C -8.360 0.840 0.884  C7 1.385, Cl9 1.730, C10 1.382
9 Cl -9.143 2.300 1.379  C8 1.730
10 C -6.999 0.855 0.642  C4 1.395, C8 1.382, H34 1.080
11 C -2.714 -0.790 -0.565  C2 1.491, C12 1.407, C29 1.377
12 C -1.711 -1.775 -0.493  C11 1.407, C13 1.365, H35 1.079
13 C -0.396 -1.472 -0.699  C12 1.365, C14 1.416, H36 1.077
14 C 0.025 -0.156 -1.011  C13 1.416, N15 1.336, C25 1.423
15 N 1.312 0.133 -1.222  C14 1.336, C16 1.443, H37 1.017
16 C 2.409 -0.804 -1.191  N15 1.443, C17 1.526, H38 1.097, H39 1.098
17 C 3.703 -0.075 -1.540  C16 1.526, C18 1.538, H40 1.091, H41 1.090
18 C 4.139 0.949 -0.479  C17 1.538, N19 1.453, H42 1.092, H43 1.104
19 N 5.342 0.516 0.212  C18 1.453, C20 1.454, C24 1.453
20 C 6.007 1.611 0.901  N19 1.454, C21 1.528, H44 1.092, H45 1.105
21 C 7.316 1.102 1.503  C20 1.528, O22 1.408, H46 1.091, H47 1.100
22 O 7.091 0.044 2.404  C21 1.408, C23 1.406
23 C 6.430 -1.015 1.756  O22 1.406, C24 1.529, H48 1.091, H49 1.101
24 C 5.099 -0.562 1.155  N19 1.453, C23 1.529, H50 1.091, H51 1.106
25 C -0.995 0.833 -1.090  C14 1.423, N26 1.415, C29 1.399
26 N -0.725 2.189 -1.392  C25 1.415, O27 1.217, O28 1.230
27 O -1.656 2.974 -1.412  N26 1.217
28 O 0.434 2.535 -1.615  N26 1.230
29 C -2.336 0.497 -0.872  C11 1.377, C25 1.399, H52 1.081
30 H -4.587 0.678 0.151  N3 1.010
31 H -6.595 -2.392 -0.218  C5 1.076
32 H -9.017 -2.388 0.217  C6 1.079
33 H -10.162 -0.317 0.928  C7 1.078
34 H -6.442 1.773 0.762  C10 1.080
35 H -2.016 -2.786 -0.272  C12 1.079
36 H 0.347 -2.249 -0.632  C13 1.077
37 H 1.524 1.099 -1.459  N15 1.017
38 H 2.482 -1.258 -0.195  C16 1.097
39 H 2.234 -1.606 -1.920  C16 1.098
40 H 3.563 0.426 -2.499  C17 1.091
41 H 4.507 -0.801 -1.666  C17 1.090
42 H 4.376 1.896 -0.966  C18 1.092
43 H 3.314 1.139 0.230  C18 1.104
44 H 6.223 2.404 0.183  C20 1.092
45 H 5.375 2.024 1.708  C20 1.105
46 H 7.812 1.891 2.071  C21 1.091
47 H 7.976 0.765 0.689  C21 1.100
48 H 6.269 -1.785 2.512  C23 1.091
49 H 7.066 -1.416 0.952  C23 1.101
50 H 4.644 -1.405 0.633  C24 1.091
51 H 4.424 -0.238 1.969  C24 1.106
52 H -3.051 1.298 -0.994  C29 1.081